Molecular formula: C56H44BrGeHfNOP
Method: DFT, ωB97M-V/def2-TZVPD

Atoms and positions in Å:
Hf1 0.215811 0.062052 -0.337752
Br1 4.605225 4.428093 0.500646
Ge1 1.853334 -1.642172 0.973819
P1 -0.448410 -1.427824 -3.088946
O1 -0.570742 -1.399371 -1.548270
N1 1.545931 1.697991 0.703764
C1 3.125894 -3.941683 -0.401571
C2 -3.210179 3.899795 1.895260
C3 1.115106 1.824976 1.972057
C4 -2.163584 -0.036748 -4.779055
C5 4.390003 -2.399357 -2.316881
C6 4.354654 -0.614685 2.122262
C7 -2.036419 3.646297 1.113450
C8 4.631871 0.149500 4.378149
C9 -4.306399 -1.696774 -4.167827
C10 -1.833600 -3.168787 2.295687
C11 -1.743371 2.379072 0.625681
C12 -4.458754 -0.660199 -5.076547
C13 1.133421 -5.453025 -4.459454
C14 -3.658780 5.219837 2.079841
C15 0.310976 -3.261997 -4.977921
C16 4.564089 -3.772218 -2.314744
C17 3.592902 -1.805990 -1.356735
C18 -3.391324 0.164579 -5.385562
C19 3.935590 -4.541743 -1.349928
C20 2.693251 3.556366 2.439383
C21 -5.508120 4.425922 3.379244
C22 0.712365 -0.061623 -3.363090
C23 2.865083 0.838919 -3.937571
C24 -4.794771 5.472432 2.815360
C25 0.209359 -2.995105 -3.611789
C26 -0.810388 -2.443932 1.698666
C27 -1.519761 -4.305270 3.025939
C28 1.281854 2.216000 -2.761925
C29 -3.954145 2.845408 2.456965
C30 0.806802 6.667890 0.168564
C31 2.523949 -0.731186 3.657072
C32 -0.196560 -4.692722 3.163504
C33 0.812168 -3.958141 2.569175
C34 0.562401 -3.959184 -2.671659
C35 1.016502 -5.194097 -3.105211
C36 5.150675 -0.066955 3.111623
C37 0.787988 -4.488105 -5.396573
C38 0.524170 -2.824355 1.809816
C39 0.366754 1.168644 -2.767493
C40 3.031731 -0.951226 2.379881
C41 0.279152 6.592084 1.446524
C42 2.946800 -2.559647 -0.385447
C43 -1.477327 1.255734 0.179846
C44 2.564200 2.477953 0.307046
C45 1.657988 2.734983 2.857675
C46 3.316251 -0.190129 4.651597
C47 -3.082513 -1.912216 -3.566170
C48 -0.658140 5.622764 1.758008
C49 1.963924 -0.224727 -3.929165
C50 -2.009836 -1.074684 -3.867351
C51 3.160548 3.413483 1.142006
C52 2.530892 2.047583 -3.355570
C53 -0.535949 4.790303 -0.494908
C54 0.393892 5.766235 -0.802350
C55 -1.076926 4.706146 0.788086
C56 -5.086717 3.113144 3.194549
H1 2.914667 -0.046760 5.643746
H2 5.200076 -4.239262 -3.050232
H3 1.503256 -1.014028 3.889890
H4 1.277922 -5.952056 -2.383085
H5 -0.899856 4.118576 -1.257856
H6 1.005270 3.165078 -2.326555
H7 3.831278 0.714152 -4.398620
H8 -5.647275 2.301996 3.630622
H9 -3.628199 1.823420 2.314247
H10 -2.301651 -4.881009 3.497621
H11 -5.134461 6.487469 2.942563
H12 -5.140412 -2.338562 -3.936160
H13 0.320306 1.151162 2.292609
H14 1.285966 2.786302 3.867735
H15 -0.661905 1.361031 -2.443101
H16 -1.107763 -1.523752 1.137084
H17 4.897044 -1.793946 -3.051255
H18 -6.396950 4.630376 3.953330
H19 2.636654 -4.559507 0.339134
H20 -1.069487 5.568184 2.753177
H21 5.255621 0.564085 5.154084
H22 2.244647 -1.176786 -4.356858
H23 3.145086 4.272322 3.109947
H24 3.236513 2.866727 -3.368819
H25 -2.958298 -2.727872 -2.865789
H26 4.780891 -0.798495 1.143973
H27 0.004080 -2.524156 -5.706430
H28 3.499919 -0.716711 -1.349623
H29 0.472094 -3.749803 -1.614101
H30 1.487043 -6.416208 -4.792543
H31 -1.331836 0.604906 -5.029631
H32 0.046902 -5.567151 3.745888
H33 1.840224 -4.262077 2.715262
H34 4.084699 -5.611613 -1.333197
H35 0.773022 5.852867 -1.810282
H36 2.947818 2.321746 -0.685620
H37 0.589583 7.301289 2.200522
H38 0.872428 -4.702713 -6.450437
H39 1.525883 7.435848 -0.074638
H40 -5.415267 -0.499108 -5.548514
H41 -2.858776 -2.847806 2.197153
H42 -3.128503 6.036218 1.619961
H43 -3.512895 0.961690 -6.098684
H44 6.180362 0.176900 2.899720

Cartesian forces, eV/Å:
-0.48 0.91 -0.59
-0.11 -0.04 0.01
0.13 -0.54 0.67
0.08 -0.21 -0.63
0.10 0.29 0.63
0.08 0.17 -0.11
-0.08 0.02 0.14
-0.26 -0.01 0.15
0.07 -0.10 0.11
0.09 0.06 -0.07
0.13 -0.07 -0.16
-0.01 -0.02 -0.25
0.24 -0.31 -0.22
0.02 0.03 0.02
0.02 -0.04 0.05
0.03 0.02 -0.02
-0.39 0.32 0.09
-0.02 0.01 -0.02
0.00 0.00 -0.01
-0.04 -0.15 0.01
-0.02 0.03 -0.03
0.05 -0.02 -0.05
-0.13 0.44 0.07
0.02 0.02 0.01
0.00 -0.07 0.00
-0.02 -0.09 -0.11
0.00 -0.10 0.00
-0.10 -0.22 -0.01
-0.13 -0.09 0.00
-0.05 0.04 0.03
-0.13 0.23 0.05
-0.20 0.36 -0.22
-0.09 0.12 -0.07
0.07 0.03 -0.09
0.03 0.08 -0.02
0.09 -0.01 -0.09
-0.23 -0.13 -0.05
-0.03 -0.07 0.04
0.19 0.08 -0.10
-0.04 0.11 0.13
0.01 0.05 0.04
0.10 0.08 0.12
-0.01 0.02 -0.05
0.16 0.14 -0.07
-0.10 0.12 -0.01
-0.22 -0.06 -0.20
-0.02 0.02 0.10
-0.21 0.01 0.27
0.42 -0.70 0.22
0.08 -0.05 0.28
0.01 -0.08 -0.17
0.09 0.07 0.13
-0.03 -0.13 0.11
0.03 -0.07 -0.13
0.06 -0.03 -0.07
0.33 -0.06 0.10
-0.16 -0.24 -0.15
-0.08 0.08 0.10
0.06 0.06 0.07
0.02 0.04 -0.06
0.27 0.07 0.06
0.01 0.01 -0.01
-0.03 0.02 0.10
0.07 -0.05 -0.09
-0.06 -0.02 0.01
0.02 -0.05 0.06
-0.04 -0.12 -0.12
-0.01 0.09 0.06
0.14 -0.03 -0.07
-0.07 -0.09 0.05
0.03 -0.02 -0.01
-0.08 -0.03 0.02
-0.05 0.12 0.02
-0.09 -0.09 0.04
0.09 0.16 -0.03
-0.06 -0.01 0.09
0.05 -0.03 0.02
0.09 -0.50 0.32
0.10 0.10 -0.14
-0.12 0.01 0.08
-0.05 -0.05 0.08
-0.02 -0.03 0.15
0.08 0.05 0.10
0.02 -0.07 -0.02
0.01 0.04 0.04
0.02 0.04 0.00
-0.02 -0.06 0.04
0.04 -0.02 -0.08
-0.03 0.07 -0.10
0.02 -0.08 -0.01
-0.01 0.00 0.03
0.04 -0.10 -0.04
0.09 0.08 -0.04
0.04 -0.11 0.07
0.08 -0.03 0.00
0.00 -0.09 0.00
0.06 0.01 -0.09
0.00 0.03 -0.20
0.02 0.02 0.05
0.01 -0.01 -0.09
0.05 0.05 -0.03
-0.09 0.02 -0.05
-0.12 0.03 -0.01
0.02 0.10 -0.07
-0.01 0.14 -0.11
0.12 0.03 -0.01

Computed properties:
- max |F| (eV/A) = 1.185
- E_tot (hartree) = -7330.18104
- 2S+1 = 2
- total charge = +2
- HOMO level (spin up / spin down) (eV) = -11.6 / -12.7
- ΔE to the lowest compared entry with this formula, charge and spin (kJ/mol) = 62.41
- gap between HOMO and LUMO (spin up / spin down) (eV) = 5.55 / 6.42

Here are the Löwdin charges for atoms 1 to 4, given in e:
1. Hf 1.51
2. Br 0.83
3. Ge 0.90
4. P 0.89

---

Molecular formula: C44H47CaF6Ge2NO2PS
Method: DFT, ωB97M-V/def2-TZVPD

Atoms and positions in Å:
Ge1 -2.320993 3.162158 -0.520791
Ge2 -1.463943 1.404610 -2.077518
Ca1 -0.557987 0.450686 1.940279
S1 -0.129966 0.522562 4.745422
P1 -3.051721 -1.472917 1.722455
F1 -3.199397 -0.281941 2.781331
F2 -1.597284 -1.825497 2.403588
F3 -2.776523 -2.615259 0.609510
F4 -3.804753 -2.510112 2.660503
F5 -4.393067 -1.038654 0.975012
F6 -2.198390 -0.401492 0.725562
O1 0.146336 2.480890 2.153118
O2 -2.056667 2.463160 2.151934
N1 0.070033 -2.343211 -0.726654
C1 4.041439 -4.803548 2.033408
C2 -0.515799 2.200107 5.127342
C3 3.771401 -6.133889 1.751777
C4 -0.451971 2.679555 6.447092
C5 1.689504 -4.331821 2.047297
C6 -1.331636 4.421663 4.496056
C7 2.316099 -1.526954 1.967960
C8 -5.058435 2.278646 -1.057513
C9 -2.497530 -0.223799 -2.488525
C10 0.774928 -3.314147 -1.403272
C11 0.490065 1.200210 -2.021517
C12 -1.258042 4.864813 5.809067
C13 3.256508 -2.443700 2.428317
C14 2.213119 -5.237196 -2.867519
C15 2.461044 -6.573039 1.617025
C16 -0.963097 2.703637 2.728510
C17 6.677067 -0.891514 4.482408
C18 -4.189630 2.916601 0.024011
C19 -0.947940 3.131563 4.161410
C20 -1.560407 1.935663 -5.552443
C21 -3.145450 3.713182 -5.405100
C22 -1.847352 -1.276028 -3.390260
C23 1.471109 -0.732054 1.534445
C24 5.935771 -0.094386 3.616519
C25 -2.271098 2.834225 -4.757970
C26 -1.259541 4.687801 0.119818
C27 4.443861 -1.944400 3.127050
C28 -2.128136 2.823526 -3.277532
C29 -2.549268 3.785600 -2.440709
C30 5.178849 -2.724222 4.031595
C31 6.281115 -2.205583 4.693852
C32 -0.803437 3.977374 6.780134
C33 -2.557660 2.810781 -7.559712
C34 1.198491 0.517089 -3.192232
C35 0.082838 4.800892 -0.600692
C36 -3.284097 3.707224 -6.783367
C37 0.131473 -4.430203 -1.950109
C38 4.835609 -0.608104 2.953969
C39 0.844586 -5.372647 -2.672550
C40 3.005552 -3.872597 2.192995
C41 -1.696142 1.921270 -6.934479
C42 2.856046 -4.129678 -2.322099
C43 1.423717 -5.659967 1.763883
C44 2.154703 -3.176925 -1.605322
H1 0.883571 -0.520115 -3.309524
H2 7.539139 -0.487862 4.999326
H3 -0.935421 -4.548656 -1.794152
H4 -4.185384 2.290595 0.915757
H5 -1.688862 5.083583 3.713820
H6 0.586392 5.741625 -0.359746
H7 -3.733634 4.400411 -4.809853
H8 -4.585300 3.894369 0.316380
H9 -0.119315 1.990335 7.214422
H10 0.877254 -3.626361 2.168733
H11 1.017443 1.035176 -4.137297
H12 2.769152 -5.982104 -3.422264
H13 4.244882 0.018890 2.298063
H14 -1.129579 1.207818 -7.520860
H15 0.322698 -6.231256 -3.080415
H16 -0.987468 -1.730712 -2.905426
H17 -3.969280 4.401294 -7.256580
H18 -5.153426 2.912271 -1.941507
H19 4.593308 -6.828749 1.622208
H20 0.740733 3.987133 -0.291307
H21 -3.408309 0.154986 -2.961401
H22 -4.642923 1.324058 -1.384566
H23 -0.831645 -2.618456 -0.363659
H24 -2.797580 -0.685989 -1.549735
H25 -0.032351 4.752605 -1.686447
H26 -6.062588 2.074238 -0.675215
H27 -1.548511 5.875772 6.068382
H28 -0.727540 4.300735 7.813320
H29 0.395557 -5.980070 1.648750
H30 -0.889720 1.234006 -5.071301
H31 6.210117 0.942433 3.464313
H32 4.856372 -3.733211 4.249303
H33 0.878094 2.211096 -1.879742
H34 3.925489 -4.008768 -2.451169
H35 6.823777 -2.830408 5.393891
H36 -2.671898 2.800130 -8.636851
H37 2.250531 -7.611077 1.390453
H38 2.280561 0.507916 -3.033112
H39 5.069862 -4.471356 2.082109
H40 0.713706 0.654192 -1.099179
H41 -1.089093 4.654318 1.191198
H42 0.612204 -1.769268 -0.078275
H43 -2.560072 -2.077177 -3.610302
H44 2.662078 -2.323704 -1.169395
H45 -1.520007 -0.865079 -4.348924
H46 -1.891338 5.555987 -0.098989
H47 -2.975627 4.724425 -2.820018

Cartesian forces, eV/Å:
-0.12 0.03 -1.12
-0.02 0.05 0.17
0.09 -0.85 0.64
-0.17 0.45 0.11
0.15 -0.13 -0.07
-0.12 -0.02 -0.09
-0.13 -0.07 -0.17
-0.04 -0.01 0.01
-0.01 0.00 0.04
-0.06 -0.04 0.01
-0.52 -0.29 -0.38
0.10 1.01 0.20
0.08 -0.11 0.18
0.10 -0.02 -0.01
0.01 -0.04 -0.08
-0.02 -0.15 -0.02
-0.01 0.03 0.01
0.02 -0.08 0.01
-0.05 -0.04 0.03
0.03 -0.04 0.03
0.01 -0.01 -0.22
0.01 0.03 0.03
-0.04 -0.17 0.03
-0.05 0.11 0.08
0.13 -0.16 0.02
0.01 -0.04 0.03
0.11 -0.05 0.11
-0.01 0.04 0.02
0.00 0.01 0.01
0.01 0.63 -0.13
-0.01 0.00 -0.01
-0.02 -0.07 0.36
0.09 0.10 -0.07
0.04 -0.04 0.00
-0.03 0.01 -0.03
-0.06 0.04 -0.03
0.57 -0.39 -0.13
-0.02 -0.02 -0.02
0.01 0.05 0.18
0.13 -0.02 0.24
-0.20 -0.07 -0.07
0.02 0.07 -0.27
-0.07 0.14 0.08
0.06 -0.01 0.06
-0.04 -0.02 -0.03
0.00 0.02 -0.02
0.01 -0.01 0.03
0.01 0.01 0.02
-0.02 -0.03 0.00
0.02 0.00 0.01
-0.04 -0.02 -0.04
0.07 0.06 0.00
0.01 -0.02 0.02
0.07 0.16 0.03
-0.01 0.02 0.03
-0.01 -0.01 0.01
-0.01 0.04 -0.02
0.05 -0.04 0.01
-0.02 0.01 0.02
-0.01 0.01 0.01
0.01 0.00 -0.01
0.00 0.06 0.05
0.01 0.00 -0.01
0.00 0.00 0.01
0.00 0.00 0.00
-0.01 -0.01 0.02
0.00 0.02 0.01
-0.02 0.03 -0.04
0.01 0.01 0.01
0.00 0.00 -0.01
0.00 0.00 0.01
0.00 0.00 0.00
0.00 0.00 0.00
0.06 -0.01 0.03
-0.01 -0.01 0.00
0.02 0.01 -0.01
0.00 0.00 -0.02
0.00 0.00 0.02
-0.02 0.00 0.02
0.01 -0.02 0.01
0.01 0.06 0.03
-0.03 -0.02 0.03
-0.01 0.00 -0.01
0.00 0.01 -0.01
0.00 0.00 0.01
-0.01 -0.01 0.01
-0.01 -0.01 0.01
-0.02 -0.01 -0.01
0.01 0.00 0.00
0.01 -0.02 -0.03
0.01 0.01 0.02
0.00 0.00 0.00
0.00 0.00 0.00
0.00 0.00 0.00
0.00 0.00 -0.01
0.00 0.00 0.00
0.01 0.01 0.03
0.03 0.02 0.00
-0.09 0.01 0.05
-0.12 -0.18 -0.04
0.01 0.00 -0.01
0.00 -0.01 0.00
-0.01 0.02 0.02
0.02 0.01 0.01
0.00 -0.05 0.00

Computed properties:
- max |F| (eV/A) = 1.130
- E_tot (hartree) = -8080.64861
- 2S+1 = 2
- total charge = -2
- HOMO level (spin up / spin down) (eV) = -1.9 / -1.9
- ΔE to the lowest compared entry with this formula, charge and spin (kJ/mol) = 45.73
- gap between HOMO and LUMO (spin up / spin down) (eV) = 5.86 / 5.55

Here are the Löwdin charges for atoms 1 to 4, given in e:
1. Ge 0.89
2. Ge 0.91
3. Ca 1.16
4. S 0.48

---

Which value of total charge does entry 2 give? -2